(1)
Here is a cluster of 2 separate species, C18H24BBrClNO6 in total at a distorted geometry from OMol25. Energies are from the ωB97M-V functional and the def2-TZVPD basis.

Each line ends with the Mulliken charge.
Cartesian coordinates (Å):
C -0.849 3.754 1.172  -0.31
C -0.977 2.621 1.539  -0.52
C -1.062 1.204 1.874  -0.75
C -0.661 0.337 0.678  -0.57
C -0.583 -1.161 1.048  -2.01
C 0.460 -2.028 0.322  2.81
C 0.184 -3.420 0.764  -1.77
C 0.137 -4.537 1.199  -0.15
C 1.981 -1.824 0.561  2.42
C 2.618 -2.426 1.832  -2.60
B 1.892 -2.190 3.230  0.89
O 1.594 -0.947 3.729  -0.59
O 1.562 -3.257 4.031  -0.58
C 2.625 -0.454 0.182  -1.21
C 2.791 0.523 1.329  0.44
O 1.951 1.158 1.855  -0.37
Cl 4.501 0.716 1.858  -0.21
C 2.494 -2.691 -0.634  -0.31
O 3.515 -3.302 -0.695  -0.54
N 1.574 -2.597 -1.748  -0.20
C 0.326 -2.033 -1.257  0.03
O -0.073 -0.864 -1.871  -0.56
Br -1.117 -3.280 -1.872  -0.21
H -0.655 4.728 0.794  0.43
H -0.478 0.967 2.765  0.28
H -2.108 0.974 2.107  0.55
H 0.245 0.730 0.221  0.41
H -1.454 0.457 -0.062  0.34
H -1.554 -1.601 0.809  0.65
H -0.465 -1.255 2.127  0.50
H 0.126 -5.595 1.323  0.54
H 2.777 -3.493 1.703  0.58
H 3.619 -1.989 1.917  0.35
H 0.873 -1.034 4.366  0.30
H 1.802 -4.096 3.627  0.31
H 2.107 0.057 -0.628  0.39
H 3.626 -0.686 -0.183  0.65
H 1.999 -1.911 -2.374  0.38
H 0.354 -0.093 -1.476  0.29
C -2.353 3.309 -3.759  -0.60
C -3.602 3.728 -2.988  -0.60
C -3.648 2.681 -1.885  -0.51
O -2.290 2.326 -1.612  -0.26
C -1.441 2.848 -2.632  -0.27
H -1.915 4.107 -4.356  0.36
H -2.585 2.473 -4.424  0.28
H -3.462 4.723 -2.560  0.27
H -4.508 3.742 -3.593  0.34
H -4.186 1.784 -2.210  0.30
H -4.109 3.047 -0.967  0.29
H -0.869 3.685 -2.216  0.28
H -0.739 2.071 -2.945  0.09

Summary:
* HOMO-LUMO gap: 9.79 eV
* DFT total energy: -116070.2689 eV
* multiplicity: 1
* LUMO: 0.2 eV


(2)
Here is the molecule C3H4N4 at a distorted geometry from OMol25. Energies are from the ωB97M-V functional and the def2-TZVPD basis.

Each line ends with the Mulliken charge.
Cartesian coordinates (Å):
H -2.260 -2.561 0.525  0.27
N -1.906 -1.515 0.779  -0.32
N -0.845 -1.570 -0.369  -0.26
C 0.067 -0.442 -0.230  0.37
C 0.620 -0.025 0.887  -0.24
N 1.115 1.337 0.580  -0.17
C 0.764 1.659 -0.756  -0.05
N 0.210 0.501 -1.244  -0.54
H 1.008 -0.386 1.830  0.36
H 1.826 1.765 1.335  0.29
H 0.697 2.753 -1.311  0.28

Summary:
* HOMO-LUMO gap: 8.30 eV
* DFT total energy: -9130.6626 eV
* multiplicity: 1
* ΔE to the lowest compared entry with this formula, charge and spin: 597.73 kJ/mol
* LUMO: -1.0 eV


(3)
Here is a structure of composition C17H23BrN5S2ScSi from OMol25. Energies are from the ωB97M-V functional and the def2-TZVPD basis.

Each line ends with the Mulliken charge.
Cartesian coordinates (Å):
Sc -0.191 0.672 0.368  0.13
C 0.923 -2.100 -4.429  -0.99
Si 1.259 -3.284 -3.031  0.14
C 0.781 -5.000 -3.574  -1.09
C 3.012 -3.220 -2.397  -0.99
C 0.129 -2.867 -1.530  0.30
C -0.759 -3.814 -1.028  0.09
C -1.597 -3.560 0.061  -1.03
C -1.543 -2.321 0.642  -0.25
N -0.690 -1.382 0.192  -0.12
C 0.133 -1.642 -0.855  0.51
S 1.213 -0.288 -1.297  -0.18
H 1.512 -2.427 -5.291  0.35
H 1.184 -1.063 -4.224  0.33
H -0.127 -2.145 -4.725  0.34
H 1.369 -5.272 -4.453  0.32
H -0.271 -5.047 -3.866  0.34
H 0.968 -5.766 -2.818  0.34
H 3.714 -3.511 -3.182  0.37
H 3.135 -3.920 -1.569  0.34
H 3.298 -2.226 -2.052  0.31
H -0.811 -4.786 -1.503  0.43
H -2.277 -4.309 0.439  0.43
H -2.175 -2.045 1.475  0.47
C 1.468 5.896 1.630  -1.15
C 1.774 4.708 0.715  -0.40
C 1.750 3.406 1.441  0.38
N 0.977 2.414 1.163  -0.32
N 1.140 1.307 1.985  -0.23
C 2.078 1.486 2.888  0.59
N 2.438 0.572 3.785  -0.39
S 2.785 3.065 2.794  -0.11
H 1.481 6.816 1.049  0.35
H 2.212 5.998 2.421  0.38
H 0.486 5.798 2.092  0.33
H 2.758 4.827 0.256  0.32
H 1.047 4.634 -0.094  0.23
H 2.061 -0.360 3.735  0.21
H 3.186 0.740 4.437  0.22
Br -2.156 1.866 -1.255  -0.01
C -2.982 1.820 0.468  0.77
C -4.248 2.313 0.681  -0.72
C -4.733 2.222 1.980  -0.19
C -3.944 1.658 2.974  -0.77
C -2.685 1.197 2.646  -0.32
N -2.204 1.274 1.394  0.12
H -4.826 2.746 -0.122  0.45
H -5.724 2.590 2.209  0.43
H -4.298 1.577 3.991  0.43
H -2.033 0.753 3.387  0.52

Summary:
* total charge: +2
* HOMO-LUMO gap: 7.76 eV
* DFT total energy: -145734.8743 eV
* multiplicity: 1
* ΔE to the lowest compared entry with this formula, charge and spin: 0.00 kJ/mol
* LUMO: -6.3 eV


(4)
Here is a structure of composition C38H64GeIrN7O2S3Si3 at a distorted geometry from OMol25. Energies are from the ωB97M-V functional and the def2-TZVPD basis.

Each line ends with the Mulliken charge.
Cartesian coordinates (Å):
Ir 0.882 0.031 -0.150  2.37
N 1.365 1.613 1.397  -0.66
C 1.460 2.945 0.765  1.57
C 2.170 3.921 1.707  -1.10
C 2.343 5.392 1.325  -0.72
C 1.078 6.178 0.969  -1.18
N 0.647 6.072 -0.428  0.21
C 1.352 6.541 -1.453  0.82
N 2.369 7.372 -1.253  -0.35
N 0.989 6.240 -2.703  -0.38
C 2.120 2.756 -0.608  -0.16
O 2.439 3.716 -1.281  -0.70
O 2.260 1.514 -0.974  -0.98
H 0.795 1.653 2.237  0.35
H 2.296 1.335 1.698  -0.13
H 0.436 3.269 0.554  -0.90
H 3.172 3.523 1.895  0.38
H 1.637 3.876 2.663  0.48
H 3.074 5.481 0.522  0.54
H 2.772 5.878 2.203  0.42
H 1.213 7.238 1.196  0.40
H 0.231 5.860 1.577  0.32
H -0.127 5.464 -0.646  -0.07
H 2.603 7.705 -0.335  0.18
H 2.913 7.726 -2.022  0.22
H 0.406 5.437 -2.860  0.12
H 1.562 6.531 -3.478  0.25
S -0.940 -1.246 0.283  0.45
C -2.270 -0.215 0.054  -0.95
N -3.445 -0.373 0.622  0.08
C -4.535 0.583 0.363  -0.86
C -4.502 0.987 -1.085  -0.72
N -3.165 1.511 -1.402  0.22
C -3.088 2.714 -2.246  -1.58
C -3.459 3.951 -1.464  0.70
C -2.787 4.257 -0.279  0.14
C -3.124 5.392 0.441  -0.66
C -4.131 6.235 -0.020  -0.56
C -4.798 5.935 -1.195  -0.72
C -4.467 4.791 -1.915  -0.43
C -2.092 0.941 -0.897  0.12
S -0.504 1.337 -1.307  -0.27
C -3.802 -1.566 1.411  -0.92
C -4.672 -2.499 0.602  0.98
C -5.795 -3.060 1.196  -0.57
C -6.599 -3.937 0.480  -0.72
C -6.293 -4.242 -0.836  -0.55
C -5.174 -3.679 -1.437  -1.18
C -4.364 -2.813 -0.719  0.11
H -4.398 1.448 1.016  0.43
H -5.476 0.096 0.612  0.47
H -5.233 1.764 -1.299  0.51
H -4.700 0.126 -1.728  0.39
H -3.751 2.565 -3.099  0.50
H -2.071 2.778 -2.632  0.50
H -2.011 3.592 0.091  0.22
H -2.617 5.619 1.371  0.48
H -4.399 7.118 0.545  0.45
H -5.584 6.586 -1.554  0.44
H -4.996 4.562 -2.832  0.44
H -4.339 -1.212 2.292  0.50
H -2.880 -2.042 1.745  -0.07
H -6.043 -2.820 2.223  0.44
H -7.468 -4.375 0.952  0.44
H -6.926 -4.917 -1.397  0.44
H -4.933 -3.920 -2.463  0.45
H -3.480 -2.399 -1.195  0.63
S 2.990 -1.349 -0.871  -0.45
C 2.695 -1.302 -2.608  0.42
N 2.523 -0.087 -3.169  0.40
C 2.470 0.112 -4.493  -0.15
C 2.583 -0.950 -5.357  -0.89
C 2.777 -2.218 -4.819  -0.40
C 2.838 -2.396 -3.446  -0.60
H 2.490 0.719 -2.507  0.18
H 2.352 1.137 -4.814  0.54
H 2.541 -0.786 -6.423  0.45
H 2.899 -3.070 -5.475  0.50
H 3.021 -3.366 -3.014  0.42
C 1.440 -6.136 0.754  -1.07
Si 0.624 -4.655 -0.017  0.30
C -1.169 -4.612 0.507  -0.69
C 0.801 -4.649 -1.873  -1.01
Ge 1.939 -2.782 0.851  0.27
Si 4.228 -3.647 1.126  0.46
C 5.221 -2.205 1.798  -1.06
C 4.820 -4.165 -0.575  -1.08
C 4.386 -5.123 2.261  -1.10
Si 1.547 -1.773 3.035  0.95
C 1.873 -3.321 4.021  -1.33
C 2.752 -0.394 3.456  -1.40
C -0.191 -1.198 3.425  -0.83
H 0.860 -7.032 0.516  0.51
H 1.497 -6.067 1.842  0.31
H 2.446 -6.283 0.363  0.24
H -1.599 -5.611 0.396  0.62
H -1.764 -3.931 -0.098  -0.17
H -1.272 -4.325 1.557  0.30
H 0.111 -5.371 -2.318  0.56
H 1.810 -4.942 -2.168  0.26
H 0.574 -3.668 -2.294  0.21
H 4.888 -1.253 1.382  0.21
H 6.281 -2.307 1.553  0.50
H 5.147 -2.162 2.887  0.28
H 5.080 -3.323 -1.214  0.31
H 4.072 -4.782 -1.082  0.24
H 5.717 -4.778 -0.459  0.53
H 3.972 -4.977 3.254  0.31
H 5.455 -5.322 2.387  0.42
H 3.947 -6.024 1.840  0.34
H 2.939 -3.486 4.155  0.24
H 1.431 -4.217 3.580  0.31
H 1.431 -3.197 5.014  0.52
H 3.447 -0.149 2.655  0.29
H 3.360 -0.688 4.314  0.49
H 2.207 0.505 3.754  0.57
H -0.914 -2.010 3.332  0.15
H -0.518 -0.366 2.800  -0.03
H -0.203 -0.863 4.467  0.57

Summary:
* total charge: +3
* HOMO-LUMO gap (spin up / spin down): 5.84 / 5.59 eV
* expectation value of S²: 0.769
* DFT total energy: -170447.0998 eV
* multiplicity: 2
* ΔE to the lowest compared entry with this formula, charge and spin: 249.57 kJ/mol
* LUMO (spin up / spin down): -8.3 / -8.5 eV


(5)
Here is the ion C5H10N with charge +1 at a distorted geometry from OMol25. Energies are from the ωB97M-V functional and the def2-TZVPD basis.

Each line ends with the Mulliken charge.
Cartesian coordinates (Å):
C -1.328 -0.683 -0.756  -0.44
C 1.321 -0.656 0.502  -0.44
C 0.180 -0.142 -0.410  0.75
C -1.046 -0.840 0.605  -0.40
C 0.033 1.391 0.014  -1.31
N 1.376 -0.822 -0.891  -0.41
H 1.866 -0.153 -1.467  0.33
H -1.327 -1.657 -1.178  0.32
H 1.996 -0.020 1.062  0.30
H 1.329 -1.669 0.984  0.25
H -2.021 0.194 -0.956  0.26
H -1.434 -0.167 1.294  0.32
H -0.902 -1.914 0.946  0.31
H -0.854 1.953 -0.328  0.38
H 0.875 1.824 -0.549  0.35
H 0.091 1.572 1.089  0.42

Summary:
* total charge: +1
* HOMO-LUMO gap: 10.95 eV
* DFT total energy: -6825.8557 eV
* multiplicity: 1
* ΔE to the lowest compared entry with this formula, charge and spin: 419.35 kJ/mol
* LUMO: -4.4 eV


(6)
Here is the molecule C6H14NO2P at a distorted geometry from OMol25. Energies are from the ωB97M-V functional and the def2-TZVPD basis.

Each line ends with the Mulliken charge.
Cartesian coordinates (Å):
C -0.502 -0.136 2.257  -0.88
C -0.414 1.376 1.820  -0.65
C -0.840 -1.034 1.084  -0.34
C 0.219 1.466 0.414  -0.23
C -0.077 -0.922 -1.262  -0.39
C 1.070 -1.255 -2.196  -1.33
N 0.347 -1.332 0.170  -0.20
O -0.401 2.593 -0.334  -0.59
O -0.004 1.409 -2.447  -0.46
P -0.871 1.090 -1.062  -0.01
H 0.491 -0.390 2.614  0.33
H -1.178 -0.073 3.048  0.40
H -1.380 1.848 1.721  0.33
H 0.079 2.077 2.544  0.38
H -1.449 -2.000 1.373  0.39
H -1.417 -0.269 0.390  0.15
H 1.371 1.417 0.395  0.46
H -1.001 -1.432 -1.479  0.47
H 1.116 -2.299 -2.401  0.40
H 1.986 -0.931 -1.675  0.32
H 1.014 -0.620 -3.088  0.35
H 0.944 -0.573 0.395  0.41
H 0.664 -2.350 0.143  0.37
H 0.234 2.340 -2.423  0.32

Summary:
* HOMO-LUMO gap: 7.47 eV
* DFT total energy: -21319.1378 eV
* multiplicity: 1
* ΔE to the lowest compared entry with this formula, charge and spin: 391.07 kJ/mol
* LUMO: 0.4 eV


(7)
Here is the molecule C7H7BrF2N2O2S at a distorted geometry from OMol25. Energies are from the ωB97M-V functional and the def2-TZVPD basis.

Each line ends with the Mulliken charge.
Cartesian coordinates (Å):
C -0.486 3.082 -1.089  -0.41
C -0.125 3.343 0.184  -0.55
C -0.447 1.003 -0.382  0.15
C 1.489 -1.434 0.920  0.10
C -1.550 -0.837 0.838  -0.90
C -0.659 -0.429 -0.396  0.61
C 0.773 -1.253 -0.330  1.03
N -0.707 1.769 -1.348  -0.57
N 2.532 -2.257 0.748  -0.38
O 1.299 -0.775 1.931  -0.58
O -1.185 -0.997 -1.597  -0.63
F 0.537 -2.459 -0.878  -0.33
F 1.462 -0.517 -1.245  -0.32
S 0.152 1.843 1.012  -0.09
Br -3.272 -0.059 0.744  -0.14
H -0.582 3.745 -1.845  0.55
H -0.091 4.193 0.727  0.57
H -1.106 -0.477 1.678  0.46
H -1.756 -1.881 0.851  0.47
H 2.409 -2.765 -0.115  0.23
H 3.079 -2.490 1.571  0.30
H -1.767 -0.349 -1.978  0.45

Summary:
* HOMO-LUMO gap (spin up / spin down): 6.10 / 7.25 eV
* expectation value of S²: 2.020
* DFT total energy: -100755.7829 eV
* multiplicity: 3
* LUMO (spin up / spin down): 0.7 / -2.8 eV